(1)
68
Properties=species:S:1:pos:R:3:forces:R:3:nbo_charge:R:1 method="wB97M-V/def2-TZVPD" charge=+3 homo_ev="-16.80 / -14.57" multiplicity=2 e_tot_ev=-46511.812 s2=0.767 e_above_lowest_kcal_mol=11.4
Ru 0.34289 -0.39815 -1.34266 0.317 0.474 -0.324 0.884
C 2.82936 -0.49059 -2.90193 -0.006 -0.026 0.040 -0.274
N 2.34768 -0.52498 -1.47440 0.186 -0.279 -0.021 -0.276
C 2.92846 0.60191 -0.69961 -0.026 -0.029 -0.057 -0.264
C 2.08977 1.83774 -0.89944 -0.183 0.012 0.070 0.188
C 2.60787 3.11152 -0.85254 -0.060 0.179 -0.021 -0.214
C 1.73375 4.19697 -0.91299 0.065 -0.052 0.006 -0.097
C 0.37154 3.96628 -1.01617 0.043 0.007 -0.002 -0.224
C -0.07962 2.65966 -1.07288 0.171 -0.065 -0.052 0.071
N 0.75802 1.61605 -1.01757 -0.031 0.019 0.097 -0.448
C 2.65756 -1.86563 -0.88569 -0.058 0.057 -0.060 -0.263
C 1.71631 -2.87686 -1.49897 -0.261 -0.030 -0.074 0.197
C 2.06981 -4.18795 -1.72846 -0.049 -0.081 -0.058 -0.215
C 1.12870 -5.05006 -2.28457 -0.019 0.005 -0.010 -0.088
C -0.13282 -4.56988 -2.61117 0.096 -0.122 0.005 -0.217
C -0.42473 -3.24611 -2.35963 0.234 0.172 0.095 0.067
N 0.47362 -2.41641 -1.80188 0.228 -0.024 0.131 -0.457
C 1.80354 0.10032 -3.81484 -0.261 0.014 0.012 0.206
C 2.08037 0.52293 -5.09966 -0.034 0.034 -0.035 -0.213
C 1.03055 0.95183 -5.90029 0.011 0.007 -0.012 -0.091
C -0.26456 0.94070 -5.39618 0.010 -0.012 -0.023 -0.218
C -0.46715 0.50659 -4.10390 0.228 0.038 -0.039 0.063
N 0.55123 0.10189 -3.32598 -0.221 -0.125 -0.085 -0.430
H 3.01900 -1.51959 -3.21310 -0.003 0.015 -0.029 0.253
H 3.77890 0.04258 -2.94985 -0.009 -0.011 -0.048 0.248
H 3.97150 0.76060 -0.97669 -0.012 0.053 0.031 0.247
H 2.90821 0.31119 0.35251 0.042 0.006 -0.039 0.236
H 3.67571 3.26090 -0.76518 0.004 0.024 0.004 0.257
H 2.11868 5.20791 -0.87829 0.001 -0.014 -0.004 0.263
H -0.33681 4.78100 -1.06490 0.010 0.011 0.002 0.264
H -1.13398 2.43278 -1.17133 0.007 -0.026 -0.006 0.223
H 2.48449 -1.79814 0.18798 0.005 -0.020 0.037 0.246
H 3.70463 -2.12551 -1.05563 -0.022 -0.062 -0.003 0.246
H 3.06474 -4.53412 -1.48284 0.002 -0.021 -0.004 0.257
H 1.38480 -6.08464 -2.47257 -0.002 0.010 0.004 0.264
H -0.88069 -5.20959 -3.05788 0.011 -0.010 0.002 0.268
H -1.39064 -2.82171 -2.60325 -0.002 0.012 0.014 0.226
H 3.09622 0.50807 -5.47175 -0.004 0.009 -0.008 0.257
H 1.22006 1.28668 -6.91176 0.001 -0.002 0.011 0.263
H -1.10531 1.26167 -5.99453 0.012 -0.005 -0.010 0.266
H -1.45570 0.48003 -3.66368 -0.027 0.000 0.025 0.219
C 0.81227 1.08690 2.13891 -0.036 -0.016 0.078 -0.661
C 0.04574 -0.15444 1.84060 0.200 0.041 -0.141 0.424
N -0.05956 -0.78773 0.66291 -0.479 -0.057 0.338 -0.516
C -0.91512 -1.86673 0.88526 0.062 -0.152 -0.060 -0.093
C -1.27581 -1.90151 2.18214 -0.101 -0.068 -0.047 -0.042
N -0.66851 -0.81516 2.76883 -0.169 0.095 0.532 -0.318
C -0.83086 -0.49664 4.21060 0.514 -0.114 -0.384 -0.044
N -2.20147 -0.40433 4.57698 -0.467 0.607 -0.233 -0.202
N -2.90440 -1.57727 4.77158 -0.208 -0.186 0.072 -0.008
N -4.12035 -1.30783 4.96791 0.138 -0.155 0.001 -0.102
C -4.28990 0.06636 4.90883 -0.392 0.298 0.049 0.012
C -5.43279 0.83631 5.09826 0.219 -0.836 0.004 -0.085
C -5.28526 2.21369 5.00060 0.209 0.605 -0.061 -0.116
C -4.03700 2.80349 4.73310 -0.064 0.096 0.014 -0.191
C -2.89640 2.04958 4.54983 0.009 0.303 0.006 -0.176
C -3.05556 0.65821 4.63854 0.318 -0.657 0.088 0.179
H 1.60051 1.24332 1.41359 -0.111 0.033 0.074 0.231
H 1.28123 1.02680 3.11909 0.037 0.015 0.013 0.252
H 0.16186 1.96451 2.12672 0.008 -0.003 -0.025 0.251
H -1.18556 -2.55646 0.10590 0.031 0.009 0.037 0.236
H -1.89353 -2.57999 2.74613 -0.007 -0.015 -0.023 0.278
H -0.32370 0.43968 4.41711 -0.021 0.023 0.069 0.237
H -0.36844 -1.29977 4.78140 -0.043 0.026 0.057 0.262
H -6.38402 0.37406 5.32480 -0.011 0.008 -0.002 0.268
H -6.14395 2.85369 5.15021 -0.006 -0.005 -0.004 0.256
H -3.96894 3.88205 4.68984 -0.014 -0.014 0.000 0.252
H -1.93647 2.52136 4.38450 -0.011 -0.021 -0.013 0.228

---

(2)
14
Properties=species:S:1:pos:R:3:forces:R:3:nbo_charge:R:1 method="wB97M-V/def2-TZVPD" homo_ev=-9.17 e_tot_ev=-8834.581 e_above_lowest_kcal_mol=37.4 smiles="C1=N[C@H]2C[C@H]2CO1"
C -1.34819 -0.63906 1.02287 0.095 0.322 0.226 0.391
N -0.94088 0.52599 1.31076 0.009 -0.448 -0.064 -0.475
C 0.10314 1.11002 0.50795 0.110 0.142 -0.046 -0.081
C 1.43195 0.35991 0.44500 0.054 -0.093 0.115 -0.420
C 0.50517 0.36914 -0.72935 -0.069 0.003 -0.188 -0.279
C -0.39449 -0.77086 -1.12315 0.072 0.090 -0.180 -0.065
O -0.95973 -1.44214 0.00319 -0.012 0.048 0.088 -0.504
H -2.09492 -1.14276 1.63593 0.108 0.139 -0.033 0.172
H 0.06340 2.19665 0.52603 0.225 -0.242 -0.056 0.213
H 1.50442 -0.48487 1.12359 -0.156 -0.104 -0.280 0.224
H 2.39417 0.83869 0.26601 -0.396 0.287 0.319 0.224
H 0.84080 0.98205 -1.56221 -0.069 -0.148 0.013 0.225
H 0.10992 -1.54739 -1.70372 -0.015 0.143 0.082 0.196
H -1.21476 -0.35540 -1.72289 0.045 -0.139 0.004 0.179

---

(3)
68
Properties=species:S:1:pos:R:3:forces:R:3:nbo_charge:R:1 method="wB97M-V/def2-TZVPD" charge=+4 homo_ev="-19.60 / -19.40" e_tot_ev=-60085.170 e_above_lowest_kcal_mol=32.4
Sn -0.51443 1.00268 -1.02059 -1.136 -1.225 -0.304 1.416
P 1.65891 -0.94971 1.21115 2.014 -1.010 1.401 1.019
P 1.26351 2.91105 -0.83243 1.407 2.484 0.334 0.930
P -1.46914 -2.10151 -0.92069 -1.095 -3.258 -0.695 1.135
H 0.81824 2.33968 -3.73765 -0.391 0.360 0.336 0.189
C -0.23370 2.51718 -3.98410 -0.026 0.009 -0.383 -0.369
C -1.19666 3.21803 -3.36012 -0.654 0.349 -0.292 -0.414
H -1.13742 3.95255 -2.52054 0.163 -1.215 -0.658 0.211
C 3.07046 -1.79879 0.41909 -0.248 0.302 -1.256 -0.943
C 2.61395 0.05694 2.41998 -0.609 1.041 -0.153 -0.936
C 1.18608 -2.32443 2.34175 -1.347 0.156 -0.032 -0.933
C 1.21072 4.30288 -2.00634 -0.617 0.118 -0.700 -0.956
C 1.03022 3.71619 0.77873 -0.717 -0.366 0.362 -0.957
C 3.00778 2.42251 -0.83081 -0.151 -1.029 -0.298 -0.944
C -2.80462 -2.83227 -1.99227 -0.236 1.221 -0.488 -0.930
C -2.07592 -2.85561 0.63658 0.355 1.308 0.920 -0.945
C -0.13980 -3.27714 -1.42850 0.866 1.366 0.073 -0.935
H -0.41334 2.12296 -4.98437 -0.505 -0.185 0.313 0.238
H -2.18547 3.24396 -3.85169 0.564 -0.022 0.283 0.259
H 3.69670 -2.27145 1.18485 -0.227 0.167 0.053 0.295
H 3.67377 -1.07693 -0.14441 -0.008 -0.255 0.061 0.256
H 2.70980 -2.57041 -0.27092 0.249 0.105 0.105 0.252
H 3.08673 -0.61493 3.15033 -0.133 0.116 -0.298 0.293
H 1.93237 0.73667 2.95224 0.345 -0.148 0.048 0.254
H 3.38704 0.65306 1.91538 -0.206 -0.188 0.183 0.255
H 2.03816 -2.54053 3.01093 -0.276 0.124 -0.446 0.297
H 0.89206 -3.22594 1.78534 0.218 0.236 0.219 0.252
H 0.33266 -1.99852 2.95492 0.254 -0.291 0.033 0.254
H 2.05714 5.00022 -1.94723 -0.003 -0.348 0.613 0.319
H 0.26799 4.85731 -1.87602 0.694 0.015 0.143 0.264
H 1.20878 3.92813 -3.03396 0.173 0.378 0.452 0.276
H 1.83386 4.44088 0.96191 -0.005 -0.185 -0.250 0.313
H 1.02938 2.98155 1.59190 0.038 0.134 -0.048 0.260
H 0.07442 4.25555 0.79823 0.196 -0.111 0.007 0.274
H 3.61710 3.30479 -0.58771 -0.284 -0.119 -0.059 0.313
H 3.27768 2.04388 -1.82514 0.123 0.123 0.223 0.279
H 3.18639 1.63453 -0.09093 0.080 0.184 -0.134 0.252
H -3.25134 -3.75160 -1.54803 0.597 0.714 -0.187 0.294
H -2.38890 -3.04879 -2.99125 -0.316 0.115 0.420 0.256
H -3.58037 -2.05564 -2.07250 -0.048 -0.528 -0.199 0.258
H -2.68422 -3.73740 0.41545 0.216 0.212 -0.036 0.301
H -2.69611 -2.09734 1.12823 -0.195 -0.394 0.170 0.247
H -1.25558 -3.10641 1.30980 -0.105 -0.013 -0.038 0.258
H -0.57219 -4.26586 -1.59047 -0.221 0.094 0.122 0.303
H 0.64566 -3.31932 -0.67063 -0.063 -0.146 -0.136 0.242
H 0.30424 -2.91555 -2.36365 -0.004 -0.298 0.132 0.247
C -1.69286 -0.52837 -4.12069 0.631 -0.527 0.514 0.555
C -0.38153 -0.93188 -4.76215 -0.586 0.219 0.287 -0.572
C -0.59873 -1.66009 -6.01834 -0.198 -0.236 -1.120 -0.029
C -1.83579 -1.79195 -6.56938 1.057 -0.383 -1.307 -0.259
C -3.02878 -1.50202 -5.87749 -0.172 0.844 0.117 0.024
C -2.95247 -0.91798 -4.63772 -0.354 0.150 0.706 -0.335
O -1.63671 0.00813 -2.96680 0.141 0.484 1.608 -0.770
H 0.21794 -1.48833 -3.99688 -0.402 0.348 -0.631 0.267
H 0.23342 -0.03310 -5.02279 -0.406 -0.486 0.249 0.298
H 0.27918 -1.98373 -6.57488 -0.174 0.119 0.005 0.259
H -1.94395 -2.09235 -7.61789 0.254 -0.311 0.530 0.279
H -3.97936 -1.66359 -6.40635 0.317 -0.144 0.573 0.279
H -3.81683 -0.79777 -3.96692 0.353 0.305 -0.694 0.254
N -2.32038 1.17024 1.50887 -0.029 -0.219 0.020 -0.336
C -3.06867 1.84974 2.40539 0.371 0.284 -0.872 0.066
C -3.34840 3.08550 1.82693 0.229 -0.072 -0.471 -0.273
C -2.74755 3.08400 0.55745 0.117 -0.397 0.283 0.028
N -2.13195 1.89056 0.36104 0.791 -0.292 -0.254 -0.506
H -1.93179 0.22900 1.59115 -0.379 0.536 0.057 0.427
H -3.33642 1.41572 3.36090 -0.004 0.106 -0.107 0.287
H -3.91498 3.89400 2.25407 -0.093 0.009 0.076 0.301
H -2.70693 3.85798 -0.21994 -0.195 -0.435 0.512 0.259

---

(4)
45
Properties=species:S:1:pos:R:3:forces:R:3:nbo_charge:R:1 method="wB97M-V/def2-TZVPD" homo_ev=-7.86 e_tot_ev=-96025.171 e_above_lowest_kcal_mol=0.0 smiles="CCOC(=O)/C(=N/CCCN(C)C)NNc1ccc(Br)cc1"
C -3.53798 -4.81034 0.08823 0.249 0.315 -0.132 -0.633
C -2.22221 -4.25134 -0.43278 0.048 -0.499 0.355 -0.076
O -2.34889 -2.86766 -0.76772 -0.081 0.121 -0.274 -0.465
C -2.21213 -1.99269 0.20878 0.197 -0.165 0.310 0.769
O -1.91879 -2.26852 1.35220 -0.151 -0.080 -0.054 -0.623
C -2.45589 -0.58601 -0.26443 -0.180 0.074 -0.357 0.318
N -3.39297 -0.42569 -1.11202 0.018 -0.516 0.099 -0.457
C -3.71465 0.88857 -1.60651 -0.060 0.012 0.112 -0.251
C -4.45328 1.77717 -0.57942 0.103 0.183 -0.126 -0.422
C -3.81074 3.15879 -0.43648 -0.260 -0.204 0.014 -0.213
N -2.51411 3.06833 0.23376 -0.046 0.248 -0.128 -0.473
C -2.64363 3.19585 1.67557 0.024 -0.033 0.037 -0.418
C -1.53289 4.00440 -0.28266 0.045 0.025 -0.014 -0.407
N -1.69339 0.39446 0.28892 0.231 0.224 0.155 -0.496
N -0.69665 0.18755 1.23993 -0.504 -0.120 0.365 -0.441
C 0.61666 0.09378 0.81480 0.464 0.143 -0.319 0.156
C 1.02134 0.61292 -0.41674 -0.203 -0.106 0.124 -0.227
C 2.35242 0.59281 -0.78166 0.251 -0.104 0.106 -0.228
C 3.28867 0.05780 0.08548 0.287 0.020 -0.104 -0.117
Br 5.12992 0.03252 -0.41688 -0.194 0.003 0.056 0.032
C 2.90946 -0.46376 1.31175 0.098 0.033 -0.158 -0.202
C 1.57867 -0.44683 1.67185 -0.231 0.034 -0.089 -0.256
H -3.43803 -5.87772 0.26333 -0.010 -0.122 0.023 0.216
H -3.80559 -4.32255 1.02228 -0.040 -0.012 0.079 0.220
H -4.32808 -4.63748 -0.63782 -0.091 -0.039 -0.051 0.216
H -1.43389 -4.36616 0.31930 -0.078 -0.002 -0.204 0.198
H -1.92592 -4.74118 -1.36214 0.003 0.108 0.114 0.193
H -2.80473 1.40394 -1.94264 0.063 0.062 -0.041 0.171
H -4.35134 0.72583 -2.47939 0.111 0.217 0.017 0.205
H -4.46024 1.27268 0.38815 -0.053 -0.005 0.049 0.209
H -5.49200 1.90440 -0.88458 -0.049 -0.034 0.066 0.216
H -4.48819 3.82826 0.11370 0.081 0.063 -0.055 0.183
H -3.66839 3.58246 -1.43335 0.020 0.038 0.036 0.198
H -2.96991 4.20184 1.97450 -0.025 0.017 -0.022 0.175
H -1.68171 2.98636 2.14177 -0.004 -0.032 0.068 0.213
H -3.36978 2.47254 2.04134 -0.020 -0.044 0.075 0.206
H -1.40454 3.84461 -1.35236 0.032 0.026 -0.030 0.202
H -0.57851 3.82234 0.21093 0.064 0.048 -0.016 0.208
H -1.81808 5.05213 -0.11515 -0.004 0.035 0.006 0.174
H -1.96547 1.38235 0.15398 -0.034 -0.117 0.113 0.437
H -0.95798 -0.48215 1.95853 -0.051 0.184 -0.284 0.404
H 0.28524 1.02136 -1.09152 -0.065 0.041 -0.041 0.217
H 2.66083 0.98978 -1.73670 0.029 0.026 -0.060 0.226
H 3.64917 -0.88506 1.97507 0.048 -0.027 0.040 0.227
H 1.27103 -0.85897 2.62114 -0.029 -0.040 0.139 0.216

---

(5)
11
Properties=species:S:1:pos:R:3:forces:R:3:nbo_charge:R:1 method="wB97M-V/def2-TZVPD" homo_ev=-9.58 e_tot_ev=-8776.881 e_above_lowest_kcal_mol=18.8 smiles="CC(=O)C(N)=O"
C 0.64890 -0.50824 -1.48382 0.057 -0.081 0.032 -0.713
C 0.58190 0.48655 -0.34128 0.587 0.078 0.201 0.526
O 1.22887 1.50762 -0.31468 -0.188 -0.635 0.246 -0.514
C -0.59315 0.29253 0.63067 -0.590 0.476 -0.257 0.568
N -0.69902 0.02157 1.95780 0.103 0.058 -0.197 -0.810
O -1.57827 0.59466 -0.02410 -0.479 -0.140 0.170 -0.590
H 1.68145 -0.85702 -1.57237 -0.095 0.022 0.038 0.238
H -0.02204 -1.35903 -1.34647 0.106 0.136 0.056 0.225
H 0.39140 -0.01432 -2.42534 0.018 0.053 0.215 0.253
H -0.00848 -0.33652 2.59525 0.277 0.174 -0.410 0.407
H -1.63156 0.17220 2.32434 0.202 -0.142 -0.095 0.408

---

(6)
13
Properties=species:S:1:pos:R:3:forces:R:3:nbo_charge:R:1 method="wB97M-V/def2-TZVPD" homo_ev=-9.18 e_tot_ev=-16967.358 e_above_lowest_kcal_mol=0.0
C -0.51932 0.70303 0.00020 -0.339 0.226 -0.002 0.379
C 0.73634 1.49233 -0.00171 0.148 -0.014 -0.014 -0.662
C 0.64329 -1.49545 0.00207 0.489 -0.304 0.020 -0.414
N -1.72059 1.21954 0.00225 -0.212 0.635 0.001 -0.828
N -1.73022 -1.18440 -0.00227 -0.136 -0.937 0.001 -0.654
N -0.51225 -0.64342 -0.00273 -0.500 0.097 -0.007 -0.174
P -2.84237 -0.00501 0.00078 0.292 0.176 0.000 0.992
H 1.34439 1.24311 0.86684 0.124 0.035 0.030 0.225
H 0.48854 2.54880 0.02372 0.002 -0.016 0.002 0.252
H 1.31633 1.28165 -0.90008 0.110 0.035 -0.016 0.226
H 1.22511 -1.34816 0.91450 -0.005 -0.025 -0.051 0.208
H 0.29421 -2.52468 -0.04146 0.032 0.118 -0.002 0.243
H 1.27654 -1.28734 -0.86212 -0.006 -0.027 0.038 0.208

---

(7)
13
Properties=species:S:1:pos:R:3:forces:R:3:nbo_charge:R:1 method="wB97M-V/def2-TZVPD" homo_ev=-8.76 e_tot_ev=-7792.465 e_above_lowest_kcal_mol=165.6 smiles=C#CON(C)C
C -1.64458 -2.98092 1.38332 0.401 2.046 -0.201 -0.339
C -1.28678 -1.83502 1.27542 2.137 3.993 0.526 0.288
O -0.66426 -0.40345 1.38871 -1.953 -3.532 -0.855 -0.344
N -0.22259 0.00242 0.10341 -0.147 -0.698 -2.899 -0.170
C -0.69304 1.20195 -0.60138 -0.609 0.484 5.203 -0.414
C 1.20563 0.06260 0.00763 0.213 0.350 -1.110 -0.430
H -2.16059 -3.88171 1.45154 -0.299 -0.956 0.014 0.237
H -1.72531 1.22526 -0.48354 -2.059 0.348 0.003 0.207
H -0.27614 2.14890 -0.15560 -0.139 -0.607 -0.635 0.163
H -0.46912 1.03525 -1.57050 0.865 -0.178 -3.115 0.206
H 1.56689 -0.94082 0.12088 0.848 -0.416 -0.475 0.206
H 1.53945 0.68516 -0.96196 -0.690 -1.967 2.234 0.212
H 1.46914 0.60880 0.86080 1.433 1.134 1.311 0.179

---

(8)
20
Properties=species:S:1:pos:R:3:forces:R:3:nbo_charge:R:1 method="wB97M-V/def2-TZVPD" homo_ev=-8.63 e_tot_ev=-10952.641 e_above_lowest_kcal_mol=49.1 smiles="C/C=C/N.O.O.O"
C -2.66388 1.59649 1.36633 1.218 -2.168 0.919 -0.632
C -1.47555 0.52579 1.25407 -1.626 0.230 0.486 -0.315
C -0.40458 0.67981 2.04887 1.339 0.981 -0.695 0.002
N 0.87421 0.06665 1.80527 0.584 0.884 1.613 -0.819
H -2.39464 2.44853 0.73440 -0.729 -0.266 -0.135 0.214
H -3.67556 1.11406 1.24934 1.087 0.840 -0.353 0.220
H -2.58994 1.92350 2.41180 -0.278 0.246 -0.230 0.210
H -1.65440 -0.40320 0.66140 0.532 1.015 0.064 0.202
H -0.42091 1.47342 2.82098 0.086 -0.510 -0.445 0.183
H 1.77620 0.56177 2.06860 -2.125 -0.546 0.469 0.383
H 1.00199 0.00810 0.83924 0.045 -0.728 -1.729 0.354
O 1.73189 -2.82993 -0.60675 -3.710 0.361 2.465 -0.919
H 0.87758 -2.35791 -0.84082 1.361 -1.149 0.665 0.454
H 2.21111 -2.60983 -1.34029 2.288 0.683 -3.149 0.464
O 0.66908 0.49060 -1.85340 -2.528 1.011 3.963 -0.956
H 0.19628 -0.10933 -1.16950 1.152 0.659 -1.931 0.470
H 0.34050 1.33458 -1.35500 1.170 -1.529 -1.869 0.492
O 1.63823 -1.57800 -3.47314 -0.704 -0.193 0.120 -0.968
H 2.58778 -1.61381 -3.52038 0.472 0.283 -0.062 0.467
H 1.37462 -0.72130 -3.10103 0.365 -0.104 -0.167 0.496